# 1
C12H36O6 | the ωB97M-V functional and the def2-TZVPD basis

Properties
multiplicity = 1
E = -930.1170 Eh
gap between HOMO and LUMO = 0.35538 Eh
E_HOMO = -9.32 eV

Geometry (Å):
C (-1.3019, 16.9260, 9.9332)
C (-2.2872, 17.6151, 10.8548)
O (-2.5937, 16.5831, 11.7733)
H (-0.8110, 17.6844, 9.3234)
H (-1.7410, 16.2412, 9.2077)
H (-0.5229, 16.4433, 10.5235)
H (-3.1889, 17.8574, 10.2924)
H (-2.0424, 18.5300, 11.3944)
H (-2.9727, 16.9887, 12.5565)
C (1.9841, 12.9368, 10.6235)
C (2.2610, 13.9177, 11.8201)
O (1.8714, 15.2070, 11.5609)
H (2.3230, 11.9325, 10.8775)
H (2.2511, 13.2200, 9.6053)
H (0.9287, 12.6763, 10.5439)
H (3.3398, 14.0069, 11.9477)
H (1.9251, 13.5825, 12.8013)
H (1.7013, 15.6885, 12.3738)
C (-1.9284, 10.0751, 15.4637)
C (-1.0847, 9.4084, 14.4602)
O (0.1924, 8.8904, 14.9456)
H (-2.7672, 10.5010, 14.9130)
H (-1.4376, 11.0010, 15.7635)
H (-2.3754, 9.4625, 16.2466)
H (-0.9253, 9.9349, 13.5192)
H (-1.7380, 8.6177, 14.0915)
H (0.4384, 8.0580, 14.5355)
C (-1.7594, 12.7827, 12.3283)
C (-3.1894, 13.2506, 12.0901)
O (-3.3114, 13.9680, 10.9055)
H (-1.5923, 11.9319, 11.6677)
H (-1.4999, 12.6026, 13.3715)
H (-0.9596, 13.5055, 12.1671)
H (-3.5845, 13.8183, 12.9325)
H (-3.7652, 12.3251, 12.0808)
H (-3.0204, 14.8460, 11.1625)
C (-7.0788, 13.5489, 12.6288)
C (-7.8315, 12.9221, 11.3989)
O (-8.0878, 11.5221, 11.5416)
H (-7.8161, 13.6792, 13.4209)
H (-6.6120, 14.4713, 12.2835)
H (-6.3100, 12.8530, 12.9648)
H (-7.3821, 13.1003, 10.4219)
H (-8.7773, 13.4598, 11.3311)
H (-8.8030, 11.3956, 10.9139)
C (-1.1579, 12.8886, 6.4440)
C (-1.3528, 13.1039, 7.9358)
O (-2.6949, 13.3160, 8.3102)
H (-1.7000, 13.6934, 5.9475)
H (-1.5589, 11.9369, 6.0952)
H (-0.1294, 13.0339, 6.1137)
H (-0.6805, 13.8870, 8.2863)
H (-1.0106, 12.2394, 8.5047)
H (-2.8262, 13.6185, 9.2118)

Atomic forces in eV per Å
C 0.976 1.487 -0.379
C -0.722 -0.973 -0.876
O -0.509 -0.174 1.252
H 0.193 0.052 -0.127
H -0.329 -0.157 0.430
H -0.059 -0.164 -0.102
H -0.189 0.127 -0.154
H 0.868 -0.072 -0.200
H -0.202 -0.229 0.151
C -1.267 -0.277 1.335
C 1.814 -1.435 -0.744
O -1.538 1.855 -0.771
H 0.902 0.150 -0.072
H 0.603 0.357 0.411
H -0.497 0.651 0.104
H 0.480 -0.676 -0.037
H -0.601 -0.524 -0.225
H 0.041 -0.094 -0.009
C -0.229 2.011 -0.125
C 0.525 -2.517 -1.312
O -0.919 0.820 0.321
H -0.334 -0.225 -0.219
H 0.117 -0.197 1.007
H 0.637 0.038 0.119
H 0.243 0.881 0.384
H 0.325 -0.861 0.020
H -0.368 0.065 -0.212
C 0.711 0.358 0.265
C 0.620 -0.955 1.228
O -0.425 0.054 -0.376
H 0.370 -0.129 0.309
H -0.675 -0.906 0.206
H -0.321 0.553 -0.867
H 0.055 0.258 0.120
H -0.442 0.176 -0.462
H 0.085 0.785 -0.308
C -0.546 -1.314 -1.525
C 0.021 0.762 0.635
O -0.003 0.602 0.147
H 0.267 0.264 0.056
H -0.114 0.099 0.346
H 0.077 0.094 0.029
H 0.728 0.069 0.174
H -0.325 0.027 0.092
H -0.067 -0.603 0.044
C -0.729 0.694 0.032
C 0.622 -0.589 1.062
O -0.410 0.150 -1.667
H -0.239 -0.050 -0.189
H 0.096 0.026 0.034
H 0.136 -0.362 0.329
H -0.108 0.576 -0.096
H 0.299 -0.474 -0.130
H 0.356 -0.082 0.543

Atomic partial charges in e from the Löwdin method, atoms 1 to 2:
1. C -0.067
2. C -0.288

# 2
C12H36O6S5 | the ωB97M-V functional and the def2-TZVPD basis

Properties
multiplicity = 1
E = -2920.7644 Eh
gap between HOMO and LUMO = 0.30322 Eh
E_HOMO = -8.09 eV

Geometry (Å):
C (10.2819, -31.0109, 33.9679)
C (9.8007, -31.7356, 32.6776)
O (8.3746, -31.6442, 32.6111)
H (9.9776, -29.9730, 34.0413)
H (11.3634, -30.7692, 34.1476)
H (9.9118, -31.3381, 34.8683)
H (10.1198, -32.7647, 32.7775)
H (10.5345, -31.4277, 31.9454)
H (8.1294, -32.4327, 31.9840)
C (7.1245, -35.0791, 35.8417)
S (5.3629, -35.2102, 35.8009)
O (4.9605, -34.4837, 37.1093)
C (4.9871, -34.2054, 34.3649)
H (7.4944, -35.7328, 35.0993)
H (7.5564, -35.5691, 36.6084)
H (7.6671, -34.1669, 35.6713)
H (5.7614, -33.3339, 34.4211)
H (4.0160, -34.0314, 34.4786)
H (5.3562, -34.9249, 33.5332)
C (8.1762, -35.6050, 30.8980)
S (7.2945, -34.3873, 29.9530)
O (7.6579, -32.9151, 30.4276)
C (8.1801, -34.5717, 28.4034)
H (9.1895, -35.0768, 31.1501)
H (8.2522, -36.5487, 30.2110)
H (7.5889, -35.9086, 31.7912)
H (8.0239, -35.5446, 27.8810)
H (9.2087, -34.3720, 28.4089)
H (7.6962, -33.9358, 27.7824)
C (4.8993, -38.1913, 31.7750)
S (5.1355, -39.1316, 33.2286)
O (5.0338, -38.1894, 34.4797)
C (3.5721, -39.9671, 33.1394)
H (4.2551, -37.5058, 32.0031)
H (4.6097, -38.8807, 30.8908)
H (5.5811, -37.5828, 31.5857)
H (3.1504, -40.6035, 33.9285)
H (3.6599, -40.6169, 32.3208)
H (2.8447, -39.2182, 32.9178)
C (5.0366, -31.9036, 31.5783)
S (3.9112, -32.7652, 30.5296)
O (4.2540, -34.2798, 30.7275)
C (2.4389, -32.6043, 31.5446)
H (4.4964, -30.8562, 32.0113)
H (5.7590, -31.5498, 30.9056)
H (5.4666, -32.2946, 32.4593)
H (1.7502, -33.3151, 31.0864)
H (1.9617, -31.7681, 31.2816)
H (2.5977, -32.6705, 32.5046)
C (9.4611, -37.8900, 34.0608)
S (9.7210, -38.9691, 32.6764)
O (8.4441, -39.0643, 31.9400)
C (10.7870, -37.9282, 31.7203)
H (8.9281, -36.8577, 33.5677)
H (10.4444, -37.4596, 34.4057)
H (8.8504, -38.3196, 34.6341)
H (11.7907, -37.9543, 32.2159)
H (10.3856, -36.9102, 31.8389)
H (10.8322, -38.2865, 30.6284)

Atomic forces in eV per Å
C 1.312 1.986 -1.248
C 0.953 0.122 2.958
O 1.013 -1.739 -1.768
H -0.813 0.453 -0.828
H -0.416 -1.228 -0.746
H -0.962 -1.666 1.977
H -0.270 -0.791 0.286
H -0.945 0.953 -1.462
H 0.104 2.180 0.984
C -0.112 0.642 -2.875
S -0.472 0.603 3.609
O 0.079 -0.692 -2.212
C 7.437 -0.926 -0.638
H 0.191 -0.778 -1.717
H 0.622 -1.285 3.533
H -0.525 1.003 0.116
H -1.979 -1.054 -0.285
H -4.032 1.078 -0.287
H -1.259 1.416 0.884
C 1.543 -0.574 -0.182
S -0.123 2.324 -0.121
O -0.278 -3.366 -0.791
C -0.291 -2.735 0.608
H -1.638 -1.422 -0.297
H 0.179 1.741 1.364
H 0.518 0.449 -0.469
H -0.038 0.254 0.968
H 1.493 0.463 0.494
H -1.320 2.450 -1.889
C -3.176 -8.216 -1.263
S 0.869 0.293 3.925
O 0.289 -1.248 -2.669
C -0.830 -0.024 0.368
H -5.260 3.454 1.177
H 0.512 1.371 1.481
H 7.346 4.217 -1.913
H 1.030 0.545 0.466
H 0.044 -0.890 -1.498
H -0.691 0.535 -0.177
C -2.282 4.637 0.819
S 0.150 -3.419 1.786
O -0.372 2.244 -0.740
C -0.018 -2.281 -5.373
H 1.120 -2.700 -1.394
H 1.439 0.414 -0.522
H 0.200 -1.311 0.579
H 0.215 -0.704 0.604
H -1.492 3.962 -0.657
H 0.923 -0.749 5.034
C 4.403 7.499 -6.594
S 0.377 -1.338 -0.005
O -0.689 0.233 -0.302
C 0.985 0.463 -0.554
H 1.103 -2.842 1.345
H -1.068 -1.005 0.272
H -4.571 -3.257 5.208
H -0.653 -0.045 -0.649
H 0.233 -0.240 -0.559
H -0.111 0.539 1.837

Atomic partial charges in e from the Löwdin method, atoms 1 to 2:
1. C -0.096
2. C -0.319

# 3
C12H37N3O5 | the ωB97M-V functional and the def2-TZVPD basis

Properties
multiplicity = 1
E = -1019.7899 Eh
gap between HOMO and LUMO = 0.35488 Eh
E_HOMO = -8.99 eV

Geometry (Å):
C (0.7754, 0.5430, 6.4899)
O (0.9245, 0.9906, 5.1840)
C (1.8106, 2.0868, 4.9103)
C (1.6678, 2.2296, 3.4051)
C (0.3522, 2.6899, 2.7661)
N (2.0017, 0.9954, 2.6626)
H (0.2592, 1.3574, 7.0587)
H (1.7081, 0.1224, 7.0276)
H (0.0850, -0.2929, 6.4586)
H (1.4986, 3.0368, 5.3568)
H (2.8584, 1.8564, 5.1898)
H (2.4126, 2.9563, 3.0332)
H (0.4129, 2.6664, 1.6839)
H (0.1564, 3.7124, 3.0859)
H (-0.4727, 2.0331, 3.0796)
H (1.4427, 0.2744, 3.1930)
H (3.0074, 0.7700, 2.8227)
C (-4.3113, -0.1114, -4.5360)
O (-3.2342, 0.8208, -4.2389)
C (-2.8794, 0.7870, -2.8553)
C (-1.8027, 1.7960, -2.5712)
C (-0.5567, 1.3956, -3.4492)
N (-1.4928, 1.7879, -1.1346)
H (-5.1076, -0.1085, -3.7817)
H (-3.8934, -1.1024, -4.6456)
H (-4.6317, 0.2975, -5.5056)
H (-3.7382, 1.0770, -2.2047)
H (-2.5887, -0.2560, -2.5446)
H (-2.2143, 2.7602, -2.9165)
H (0.2437, 2.1045, -3.2135)
H (-0.8477, 1.2427, -4.5044)
H (-0.2324, 0.4561, -2.9668)
H (-1.3344, 0.8034, -0.8793)
H (-0.5878, 2.2086, -0.9779)
C (-0.3119, -5.5762, -1.4151)
O (-0.3788, -4.1750, -1.3718)
C (0.0296, -3.5452, -0.2065)
C (-0.0074, -2.0580, -0.3026)
C (0.9540, -1.4571, -1.3566)
N (0.3286, -1.4681, 0.9981)
H (-1.1857, -6.0427, -0.9626)
H (0.5916, -5.9283, -0.9317)
H (-0.3825, -5.8279, -2.4589)
H (-0.6122, -3.8555, 0.6401)
H (1.0714, -3.8599, 0.0082)
H (-1.0038, -1.6760, -0.5399)
H (2.0040, -1.7666, -1.2262)
H (0.9590, -0.3741, -1.2783)
H (0.7011, -1.7458, -2.3745)
H (0.0681, -0.4828, 1.0032)
H (1.3508, -1.4905, 0.9922)
O (2.9587, 0.8938, -2.8598)
H (3.2437, 1.6720, -3.3764)
H (2.2960, 0.4377, -3.3860)
O (1.5411, 1.6350, -0.1016)
H (1.8787, 1.3109, 0.7893)
H (2.2152, 1.3933, -0.7646)

Atomic forces in eV per Å
C 0.099 0.138 1.494
O 0.852 0.262 -0.346
C -0.919 -0.635 -0.627
C 1.208 0.666 -2.419
C -0.371 0.023 1.406
N 0.441 -1.385 1.525
H 0.701 -0.649 0.188
H -1.013 1.076 -0.923
H -0.162 -0.127 -0.115
H -0.105 -0.197 0.456
H -0.458 0.022 -0.040
H -0.074 0.009 0.488
H 0.203 0.018 0.005
H -0.351 0.061 0.005
H 0.112 0.266 -0.053
H 0.907 0.455 -1.043
H -1.023 0.004 -0.014
C 1.071 1.589 -0.567
O -0.654 -0.633 1.147
C -1.032 -0.439 0.519
C 1.056 -0.401 -1.151
C -0.786 -0.042 1.419
N -0.340 -0.563 -0.412
H 0.143 0.178 -0.157
H -0.029 -0.422 -0.028
H -0.458 -0.669 0.323
H 0.128 -0.324 -0.486
H 0.039 0.690 -0.284
H 0.339 -0.106 0.417
H -0.025 0.091 -0.713
H 0.524 0.305 0.519
H -0.027 0.058 -0.634
H -0.126 0.460 -0.005
H 0.194 0.230 0.080
C -0.477 0.512 0.208
O -0.435 0.575 -1.170
C 0.186 -1.075 1.134
C 0.359 1.907 -0.746
C 0.097 -0.581 -0.270
N 0.467 -0.478 0.147
H -0.110 -0.015 0.491
H 0.322 -0.320 -0.071
H 0.434 -0.293 -0.426
H 0.268 0.080 -0.082
H -0.172 0.110 0.232
H -0.228 -0.473 -0.142
H -0.274 -0.157 0.311
H -0.197 0.070 0.022
H -0.206 -0.063 -0.153
H 0.193 -0.209 -0.061
H -0.223 0.307 0.579
O 0.398 0.582 -0.055
H -0.333 -0.646 0.291
H -0.087 0.092 -0.100
O 0.824 -0.400 0.493
H -0.517 0.339 -0.867
H -0.352 0.126 0.260

Atomic partial charges in e from the Löwdin method, atoms 1 to 2:
1. C -0.129
2. O -0.224

# 4
C12H38O10 | the ωB97M-V functional and the def2-TZVPD basis

Properties
multiplicity = 1
E = -1232.1903 Eh
gap between HOMO and LUMO = 0.36216 Eh
E_HOMO = -9.67 eV

Geometry (Å):
C (-13.4212, 1.2522, 17.7644)
O (-13.4092, 1.3116, 19.1752)
C (-14.4992, 2.0101, 19.8069)
C (-14.0546, 2.2359, 21.2920)
O (-15.1338, 2.1412, 22.2076)
C (-16.1221, 3.1315, 22.0836)
H (-13.0924, 2.2218, 17.3903)
H (-14.4359, 1.0684, 17.4110)
H (-12.7513, 0.4365, 17.4924)
H (-15.3690, 1.3559, 19.8666)
H (-14.8150, 2.9825, 19.4290)
H (-13.4527, 3.1295, 21.4575)
H (-13.4247, 1.3626, 21.4614)
H (-16.9221, 3.0552, 22.8201)
H (-16.7422, 2.9256, 21.2111)
H (-15.7323, 4.1491, 22.1056)
C (-3.6758, -3.0762, 21.3707)
O (-2.9915, -1.9211, 20.9621)
C (-1.8334, -2.1839, 20.1066)
C (-1.4340, -0.8062, 19.5888)
O (-2.5135, -0.4032, 18.6116)
C (-2.3368, -0.8324, 17.3352)
H (-4.2042, -3.7230, 20.6704)
H (-4.3643, -2.8165, 22.1748)
H (-3.0338, -3.7743, 21.9079)
H (-2.2296, -2.7778, 19.2829)
H (-1.0755, -2.6194, 20.7578)
H (-0.4978, -0.9980, 19.0646)
H (-1.3323, -0.0055, 20.3214)
H (-3.1625, -0.5381, 16.6873)
H (-2.3939, -1.9114, 17.1918)
H (-1.3676, -0.5448, 16.9279)
C (-12.3097, 8.5544, 21.1602)
O (-11.9490, 8.2131, 19.8570)
C (-10.5979, 7.8969, 19.6062)
C (-10.4019, 7.7325, 18.0804)
O (-9.1271, 7.1151, 17.8540)
C (-8.9984, 5.7383, 17.7236)
H (-13.3192, 8.9525, 21.2627)
H (-11.6200, 9.3043, 21.5473)
H (-12.1582, 7.6084, 21.6802)
H (-10.4496, 6.9344, 20.0957)
H (-9.9927, 8.6771, 20.0678)
H (-10.5977, 8.7078, 17.6348)
H (-11.1722, 7.0641, 17.6958)
H (-9.5285, 5.3221, 18.5803)
H (-7.9478, 5.4485, 17.7417)
H (-9.4105, 5.3346, 16.7988)
O (-8.6460, -3.2771, 13.8899)
H (-8.3307, -2.3890, 14.0578)
H (-8.6778, -3.6878, 14.7539)
O (-7.6244, -0.8969, 18.4083)
H (-7.9331, -0.2333, 17.7914)
H (-6.6821, -0.7428, 18.4750)
O (-9.9958, -4.5497, 17.7000)
H (-9.5460, -3.8297, 18.1421)
H (-10.8351, -4.6234, 18.1543)
O (-7.9743, 0.8244, 13.9386)
H (-7.1974, 1.2813, 13.6164)
H (-8.6057, 0.8901, 13.2221)

Atomic forces in eV per Å
C -0.369 0.393 0.628
O -0.578 0.730 0.736
C 0.689 -0.174 1.392
C -0.392 -1.125 -0.800
O 0.157 0.010 0.482
C -0.814 -0.240 -0.496
H 0.174 -0.066 -0.454
H -0.047 -0.205 -0.263
H -0.055 0.205 -0.209
H -0.189 -0.094 -0.223
H 0.371 -0.052 -0.944
H -0.120 0.271 -0.161
H 0.060 0.113 0.455
H 0.675 -0.280 0.841
H 0.329 0.452 -0.792
H 0.118 0.068 -0.195
C 0.224 -0.551 1.581
O 0.179 -0.500 -0.614
C -2.094 1.703 1.593
C -1.468 -1.027 -2.069
O 1.086 0.599 2.845
C 0.341 -1.133 -1.544
H -0.036 0.603 -0.851
H -0.314 0.459 -0.342
H 0.700 -0.157 -0.061
H 0.736 -0.384 -0.097
H 0.268 -0.419 -0.457
H 0.208 0.607 -0.309
H -0.222 -0.317 0.003
H 0.072 0.795 0.167
H 0.225 -0.637 0.442
H 0.063 0.355 -0.308
C 1.283 -0.696 0.237
O -1.257 0.932 -2.076
C -1.012 -0.412 0.278
C -0.126 -1.392 1.293
O 0.650 2.649 -0.697
C -0.966 -0.347 0.553
H -0.004 -0.342 -0.472
H 0.116 0.148 0.289
H -0.418 0.192 1.080
H 0.735 -0.184 0.128
H 0.559 -0.073 -0.233
H 0.925 -0.060 -0.501
H -0.297 -0.032 0.106
H 0.106 -0.819 -0.016
H -0.006 0.332 0.223
H -0.292 0.091 -0.190
O -0.028 -0.074 -0.260
H 0.095 0.292 0.028
H -0.086 -0.175 0.267
O -0.177 -0.226 0.081
H -0.123 0.174 -0.181
H 0.293 0.010 0.087
O 0.092 -0.135 -0.222
H 0.195 0.249 0.126
H -0.222 -0.049 0.074
O -0.026 -0.157 0.247
H 0.232 0.105 -0.052
H -0.215 -0.008 -0.171

Atomic partial charges in e from the Löwdin method, atoms 1 to 2:
1. C -0.106
2. O -0.205